(1)
64
Properties=species:S:1:pos:R:3:forces:R:3:mulliken_charge:R:1 method="wB97M-V/def2-TZVPD" charge=0 fmax_ha_per_bohr=0.1019 smiles=ClC(Cl)Cl.ClC(Cl)Cl.ClC(Cl)Cl.ClC(Cl)Cl.c1ccncc1.c1ccncc1.c1ccncc1.c1ccncc1 orbital_gap_ev=9.46 homo_ev=-9.6
Cl 1.976094 -2.221855 4.904522 -0.68 -0.02 -1.86 -0.092
C 2.620114 -1.997935 6.456012 -0.51 -0.53 1.44 0.076
Cl 1.778004 -0.681895 7.313002 0.33 0.11 -0.03 -0.135
Cl 4.350854 -1.827275 6.408902 0.35 0.21 0.23 -0.114
H 2.338144 -2.903145 6.993772 0.48 0.24 0.21 0.267
Cl -6.509446 0.842965 4.451102 0.97 0.67 -0.02 -0.101
C -5.188296 2.040055 4.444102 -0.31 1.63 0.52 0.053
Cl -5.368726 3.260785 5.846452 0.10 -1.33 -0.78 -0.142
Cl -5.154036 3.065585 2.987172 -0.20 -0.60 0.02 -0.101
H -4.183166 1.625095 4.519002 -0.54 -0.36 0.24 0.288
Cl -2.791506 6.951215 -1.208898 -0.29 1.14 0.71 -0.108
C -3.139236 8.496195 -0.331148 -0.06 0.57 -0.14 0.108
Cl -4.654516 8.449965 0.618272 0.62 -0.27 -0.51 -0.107
Cl -3.155366 9.919515 -1.431858 -0.16 -0.68 0.03 -0.130
H -2.339016 8.777085 0.353572 -0.10 -0.78 -0.07 0.237
Cl -4.228506 -5.797245 4.102522 -0.56 -0.03 0.63 -0.102
C -2.618116 -5.396205 4.642592 0.52 0.95 -1.91 0.006
Cl -2.484616 -3.713265 5.277342 -0.25 -1.17 0.41 -0.096
Cl -1.658406 -5.341685 3.092572 0.29 -0.38 0.62 -0.126
H -2.228506 -6.207215 5.257872 0.03 0.64 0.24 0.319
C 1.505574 -5.972215 -4.636998 -0.12 -0.22 1.06 -0.153
C 2.667114 -6.779405 -4.776938 -1.36 0.17 0.31 -0.361
C 2.937934 -7.762055 -3.817998 -2.25 1.22 0.75 -0.248
N 2.127794 -7.859945 -2.698828 0.91 0.55 -1.43 -0.537
C 1.068174 -7.033735 -2.550958 1.16 -0.63 -1.03 -0.083
C 0.641594 -6.092025 -3.533228 1.80 -1.31 0.56 -0.551
H 1.295374 -5.185135 -5.346028 0.05 -0.13 -0.34 0.410
H 3.203344 -6.629245 -5.702308 0.49 -0.23 0.16 0.350
H 3.746394 -8.469315 -3.930128 0.04 -0.02 0.20 0.381
H 0.642184 -7.232175 -1.578558 -0.80 0.50 -0.08 0.407
H -0.253716 -5.508685 -3.376608 0.08 0.12 -0.16 0.385
C 0.461304 4.696885 4.918732 -1.06 0.35 0.71 -0.321
C 0.730754 5.532325 3.840282 -1.17 0.03 -0.43 -0.368
C 0.148884 6.818695 3.745452 -0.06 -0.31 3.36 -0.235
N -0.563266 7.391995 4.849392 1.11 -2.69 -2.56 -0.544
C -0.855916 6.459835 5.788552 -0.32 2.35 -0.19 -0.081
C -0.420596 5.180075 5.878842 0.91 -1.10 -0.39 -0.302
H 0.779814 3.671255 5.032942 0.42 0.00 -0.43 0.438
H 1.175234 5.051085 2.981652 0.50 0.46 -0.18 0.364
H 0.398964 7.389455 2.863352 -0.39 0.51 0.17 0.371
H -1.490586 6.752695 6.611842 -0.18 0.68 -0.04 0.329
H -0.791276 4.610335 6.718132 0.23 -0.30 -0.03 0.350
C -0.536536 1.044775 0.907722 1.19 0.69 -0.34 -0.298
C -0.550066 2.146515 0.048862 -0.14 -1.12 -2.18 -0.339
C -0.516226 1.853005 -1.369198 -0.48 -2.08 2.43 -0.289
N -0.540706 0.538905 -1.807388 0.02 2.89 -0.63 -0.501
C -0.529526 -0.450125 -0.943588 0.07 -0.04 -0.13 -0.244
C -0.451866 -0.237825 0.406432 -0.37 0.11 1.27 -0.318
H -0.332996 1.175435 1.960292 -0.52 0.19 0.23 0.409
H -0.594746 3.156425 0.429002 0.09 0.08 -0.10 0.429
H -0.531006 2.647045 -2.101088 0.08 -0.14 -0.18 0.365
H -0.572206 -1.447725 -1.355128 0.09 -0.16 -0.08 0.390
H -0.359916 -1.017645 1.147932 -0.03 -0.41 -0.29 0.393
C 2.255354 -0.670235 -6.725438 0.39 -0.24 -0.55 -0.321
C 1.403684 -1.052605 -7.755718 0.48 0.35 0.07 -0.283
C 1.890774 -1.912105 -8.724108 2.18 -1.59 0.61 -0.225
N 3.147894 -2.481645 -8.668338 -1.81 1.05 0.07 -0.575
C 3.916904 -2.113495 -7.610498 0.24 -2.26 -4.72 -0.213
C 3.541844 -1.249565 -6.711088 -1.44 2.50 3.52 -0.261
H 1.965434 0.116675 -6.044908 0.00 -0.20 0.31 0.420
H 0.403814 -0.672695 -7.905098 -0.03 0.23 0.32 0.373
H 1.233934 -2.214515 -9.526288 0.21 -0.12 -0.27 0.368
H 4.951604 -2.413025 -7.688508 0.05 -0.55 0.29 0.390
H 4.287704 -1.117005 -5.941338 -0.28 0.80 0.38 0.330

=====

(2)
60
Properties=species:S:1:pos:R:3:forces:R:3:lowdin_spin:R:1 method="wB97M-V/def2-TZVPD" charge=+1 s_squared=8.8132 multiplicity=6 e_above_lowest_ev=1.194 fmax_ha_per_bohr=0.0193 orbital_gap_ev="7.73 / 6.29" homo_ev="-11.3 / -11.6"
Fe -0.591164 0.400699 -1.553784 -0.18 0.01 0.12 3.665
C 2.925592 -1.469808 3.228081 0.32 0.24 0.10 0.000
C 2.525744 -0.376801 2.277690 0.39 0.44 0.10 0.001
C 1.794491 0.725337 2.730884 0.18 0.20 -0.07 0.001
C 1.426690 1.740660 1.868095 0.03 0.02 0.06 0.004
C 1.783210 1.643407 0.529975 0.25 -0.05 0.00 0.033
C 2.533421 0.582071 0.056260 0.16 0.28 0.20 0.002
C 2.898894 -0.425002 0.939376 0.41 0.51 0.22 0.002
S 1.268044 2.918986 -0.615388 -0.02 0.02 0.21 0.061
O 1.371742 4.209275 0.073993 -0.03 -0.05 -0.06 0.019
O 2.677244 -0.821398 -2.941879 0.15 -0.05 -0.04 0.006
N -0.322982 2.329180 -0.650469 -0.15 0.13 -0.15 0.381
C -1.433952 2.996969 -0.338012 0.06 0.01 0.08 0.030
C -1.526743 4.279748 0.250906 0.03 -0.03 -0.05 0.186
C -2.765686 4.832306 0.570443 0.04 0.03 0.01 -0.006
C -3.935257 4.158365 0.324431 -0.02 -0.03 0.01 0.195
C -3.908583 2.868235 -0.273809 0.03 0.00 -0.04 0.011
C -5.079945 2.141101 -0.558400 -0.03 0.01 0.03 0.028
C -4.987039 0.908906 -1.145107 0.00 -0.03 -0.01 -0.014
C -3.718709 0.404532 -1.446734 0.04 0.03 -0.05 0.033
N -2.600177 1.063719 -1.190781 -0.01 0.01 -0.05 0.022
C -2.676920 2.288310 -0.611826 -0.08 -0.06 0.03 0.061
H 2.133855 -1.674430 3.948307 0.12 0.08 0.09 0.000
H 3.813214 -1.179202 3.793460 0.02 0.05 -0.02 0.000
H 3.158249 -2.392737 2.698089 0.15 0.04 0.11 0.000
H 1.514569 0.783023 3.775810 -0.01 0.00 0.03 0.000
H 0.870369 2.600012 2.221654 0.01 0.02 0.01 0.000
H 2.820313 0.519198 -0.982064 0.05 0.02 -0.09 0.000
H 3.489923 -1.260370 0.582398 0.06 0.16 0.06 0.000
H -0.620977 4.829732 0.444670 0.05 0.01 0.01 0.007
H -2.795808 5.815272 1.020127 0.00 0.00 0.00 -0.004
H -4.891873 4.596886 0.577126 0.00 0.00 -0.01 0.009
H -6.043453 2.567816 -0.308521 0.00 0.00 -0.01 0.001
H -5.864835 0.325426 -1.381415 0.00 0.00 0.00 -0.001
H -3.606257 -0.560507 -1.923713 0.00 -0.01 0.01 0.002
N 3.067974 -3.411640 -0.688204 0.03 -0.04 0.06 0.000
C 2.353837 -3.642910 0.442764 -0.21 0.03 -0.19 0.000
O 2.531685 -4.595420 1.170974 0.10 -0.02 0.10 0.000
C 1.282211 -2.635204 0.755270 -0.45 -0.45 0.06 0.001
C 0.781870 -2.555475 2.048006 -0.70 -0.61 -0.36 0.001
C -0.185703 -1.605611 2.340848 -0.14 -0.24 -0.18 0.001
C -0.625312 -0.771198 1.328706 0.11 -0.25 0.06 0.005
N -0.166659 -0.871074 0.076569 -0.20 -0.05 -0.01 0.039
C 0.766319 -1.785543 -0.200768 -0.20 -0.20 -0.09 0.006
H 3.817842 -4.048534 -0.900893 0.01 -0.01 0.00 0.000
H 3.004546 -2.550139 -1.206874 0.00 -0.03 -0.07 0.000
H 1.160166 -3.241047 2.795525 -0.20 -0.04 -0.14 0.000
H -0.586322 -1.500399 3.338913 0.00 0.01 0.02 0.000
H -1.356660 0.006474 1.516138 0.00 -0.01 -0.01 0.001
H 1.104712 -1.803230 -1.233004 -0.03 0.01 0.07 0.001
Cl -0.241080 -4.519765 -1.799586 -0.03 -0.06 -0.06 0.000
C -1.742927 -3.614693 -1.945699 0.01 -0.02 0.04 0.001
Cl -1.524531 -2.123464 -2.899321 -0.01 -0.01 0.00 0.016
H -2.081139 -3.335467 -0.954329 0.00 0.01 0.00 0.000
H -2.472565 -4.227546 -2.460360 0.00 0.01 0.00 0.000
C 1.886443 0.282285 -3.409236 -0.09 -0.13 0.18 0.024
O 0.633129 0.224267 -2.876861 -0.01 0.16 -0.28 0.162
H 2.702648 -1.492878 -3.629829 -0.04 0.01 -0.03 0.000
H 2.413854 1.191939 -3.096657 0.01 -0.04 0.01 0.004
H 1.840435 0.257359 -4.501962 0.04 -0.02 -0.02 0.003

=====

(3)
56
Properties=species:S:1:pos:R:3:forces:R:3:mulliken_charge:R:1 method="wB97M-V/def2-TZVPD" charge=+2 e_above_lowest_ev=0.000 fmax_ha_per_bohr=0.0053 orbital_gap_ev=8.24 homo_ev=-14.8
Co 0.152707 -0.610399 -0.070514 -0.22 -0.14 -0.09 -0.474
C -2.441350 -0.462328 -3.443300 0.02 0.01 0.01 -1.062
C -1.303047 -0.332316 -2.642725 -0.06 -0.05 0.01 0.181
N -1.257812 -0.808345 -1.407845 0.20 0.09 -0.06 0.290
C -2.377760 -1.363673 -0.886598 0.01 0.00 0.06 0.118
C -3.553654 -1.544988 -1.608951 -0.03 -0.02 -0.01 0.648
C -3.558626 -1.084166 -2.938190 0.01 0.01 -0.01 -0.656
C -4.673939 -2.156993 -0.945914 0.01 0.00 0.04 -0.916
C -4.603416 -2.514422 0.356998 0.00 0.01 -0.03 -0.900
C -3.412738 -2.278154 1.128737 -0.04 -0.03 0.02 0.458
C -3.267913 -2.567846 2.499790 0.03 0.01 0.01 -0.546
C -2.088953 -2.260635 3.135996 -0.03 0.01 -0.04 -0.962
C -1.049456 -1.655584 2.419030 0.00 0.01 0.06 0.039
N -1.167486 -1.385371 1.130928 0.17 0.11 -0.10 0.328
C -2.319161 -1.701105 0.493622 0.01 0.00 -0.04 0.637
H -2.427970 -0.061051 -4.446147 0.00 0.00 0.00 0.449
H -0.427139 0.191626 -3.005993 -0.02 -0.01 -0.04 0.498
H -4.447282 -1.197163 -3.546098 0.00 0.00 0.00 0.493
H -5.583172 -2.317284 -1.509875 0.00 0.00 0.00 0.467
H -5.454159 -2.969754 0.846421 0.00 0.00 0.00 0.451
H -4.085291 -3.023650 3.044103 0.00 0.00 0.00 0.492
H -1.949676 -2.467423 4.187036 0.00 0.00 0.00 0.448
H -0.116757 -1.378424 2.892398 0.00 -0.01 0.00 0.604
C 3.048103 1.096932 -1.725771 0.06 0.02 -0.01 -1.426
C 3.114781 -0.400194 -1.461775 -0.07 0.10 0.03 0.933
C 3.909395 -0.717142 -0.206627 -0.03 -0.04 0.01 -1.883
C 3.670377 -1.159768 -2.661309 0.03 0.00 0.00 -1.629
N 1.651299 -0.815900 -1.318549 -0.11 -0.03 -0.02 -0.169
N 1.330983 -2.041221 -0.662971 0.03 0.12 -0.04 -0.196
H 4.050012 1.471935 -1.930498 0.00 0.00 0.00 0.498
H 2.650211 1.633052 -0.863834 0.00 0.00 0.00 0.259
H 2.432119 1.323977 -2.599249 -0.01 0.00 0.01 0.364
H 4.922649 -0.345450 -0.354190 -0.01 0.00 0.01 0.508
H 4.008790 -1.792409 -0.033403 0.03 0.00 -0.02 0.507
H 3.498408 -0.243436 0.680021 -0.03 0.04 0.03 0.350
H 4.709469 -0.874382 -2.821473 -0.01 0.00 0.00 0.459
H 3.123443 -0.924369 -3.577429 -0.01 0.00 0.00 0.398
H 3.652584 -2.239792 -2.500199 -0.01 0.00 0.00 0.367
H 1.274731 -0.860950 -2.261261 -0.02 -0.04 -0.06 0.659
H 2.052891 -2.272121 0.015627 0.02 -0.09 -0.04 0.282
H 1.136105 -2.813549 -1.293969 -0.05 -0.03 0.09 0.269
O -1.665907 2.830844 -0.440727 -0.05 -0.01 0.02 -0.586
C -0.803773 2.491618 0.308174 0.08 -0.02 -0.11 0.307
N -0.180925 1.209407 0.321873 -0.05 -0.03 0.03 0.428
C 0.716259 1.155841 1.288549 0.09 -0.04 0.15 0.393
O 1.270603 0.004842 1.389137 0.07 0.03 0.09 -0.709
C 0.836422 2.421290 2.013759 0.01 0.03 -0.01 0.800
C 1.628631 2.853310 3.056432 -0.01 0.00 -0.01 -0.369
C 1.449513 4.170568 3.479005 0.00 0.00 0.00 -0.696
C 0.515665 5.000810 2.871267 0.00 0.00 0.00 -0.481
C -0.282085 4.553751 1.813852 0.00 -0.01 0.01 -0.545
C -0.103802 3.255512 1.401285 -0.04 0.01 0.03 -0.102
H 2.355755 2.207438 3.529645 0.00 0.00 0.00 0.543
H 2.047956 4.553961 4.293861 0.00 0.00 0.00 0.441
H 0.404156 6.016461 3.226070 0.00 0.00 0.00 0.432
H -1.010767 5.198582 1.341771 0.00 0.00 0.00 0.511

=====

(4)
68
Properties=species:S:1:pos:R:3:forces:R:3:lowdin_spin:R:1 method="wB97M-V/def2-TZVPD" charge=+1 s_squared=0.7729 multiplicity=2 e_above_lowest_ev=0.000 fmax_ha_per_bohr=0.0318 orbital_gap_ev="6.99 / 7.63" homo_ev="-10.9 / -10.9"
V -0.186241 0.147491 -0.096211 0.67 0.03 0.24 1.075
N 0.446692 -0.255765 2.235121 -0.25 0.07 -0.05 -0.007
N 1.721510 0.305085 2.361363 0.30 0.06 0.23 -0.002
C 2.275724 0.934530 1.291066 -1.22 -0.32 -1.04 -0.001
O 3.347760 1.426074 1.163068 0.15 0.05 0.37 -0.003
O 1.329351 0.914374 0.265591 0.96 0.54 0.18 -0.036
H -0.195614 0.225829 2.860677 -0.01 -0.14 -0.08 0.000
H 0.484909 -1.254398 2.423507 -0.09 0.11 -0.07 0.000
H 2.253931 0.216242 3.214692 -0.11 -0.04 -0.08 0.000
N -0.287326 -1.341700 -3.709451 -0.15 0.00 0.05 -0.002
C 0.538093 -0.430455 -3.207344 0.27 0.03 0.16 0.001
S -0.155696 0.930537 -2.377926 -0.40 0.01 0.23 -0.011
N 1.840176 -0.571533 -3.399754 -0.08 0.06 -0.07 -0.003
C 2.905920 0.217855 -2.845877 -0.10 -0.21 -0.01 0.000
C 2.920358 1.601320 -2.901717 0.09 0.01 -0.07 -0.001
C 3.991496 2.277777 -2.338622 0.02 0.03 0.00 0.000
C 5.038382 1.587757 -1.744915 -0.07 -0.04 -0.07 0.000
C 5.023419 0.201863 -1.726603 -0.01 -0.01 -0.02 0.000
C 3.955708 -0.487801 -2.279112 0.09 0.07 0.14 0.000
H -1.255147 -1.285230 -3.432321 0.08 -0.05 -0.04 0.000
H 0.049092 -2.215442 -4.082887 0.02 -0.05 -0.01 0.000
H 2.134341 -1.478221 -3.743039 0.04 0.09 -0.06 0.000
H 2.127113 2.147543 -3.387592 -0.04 -0.01 -0.01 0.000
H 4.010298 3.358319 -2.381460 0.01 0.02 0.01 0.000
H 5.866198 2.126521 -1.307717 0.02 0.02 0.02 0.000
H 5.836566 -0.349574 -1.275519 0.02 0.01 0.01 0.000
H 3.929913 -1.569648 -2.245849 -0.03 -0.02 0.00 0.000
C 1.801899 5.251794 0.724049 -0.04 -0.02 -0.01 0.000
C 0.575125 4.728083 0.043736 0.20 0.16 0.03 0.000
C 0.064038 5.310739 -1.114532 -0.04 -0.04 0.02 -0.001
C -1.057093 4.734056 -1.668750 0.01 0.10 -0.09 0.001
N -1.632895 3.643563 -1.155793 -0.05 0.00 -0.11 0.001
C -1.053505 3.164996 -0.070082 -0.19 -0.51 0.35 0.006
S -1.779359 1.665855 0.631139 0.24 0.15 -0.22 0.001
N -0.004935 3.654711 0.572508 0.07 -0.08 0.01 -0.002
H 1.811035 6.339973 0.744364 0.00 0.03 -0.01 0.000
H 2.689691 4.918255 0.183347 0.01 -0.01 -0.02 0.000
H 1.861403 4.861758 1.736441 -0.01 0.01 0.01 0.000
H 0.521403 6.183994 -1.554624 0.02 0.04 -0.01 0.000
H -1.516689 5.149777 -2.557469 -0.02 -0.01 -0.02 0.000
F -1.238680 -7.227087 -0.045666 0.00 0.02 0.00 -0.001
C -0.709350 -6.015692 -0.139315 0.03 0.05 0.00 -0.002
C -0.755432 -5.145656 0.938043 0.05 0.00 -0.09 0.000
F -1.335659 -5.524993 2.073209 -0.03 0.00 0.03 0.000
C -0.194232 -3.885744 0.831333 -0.09 -0.22 0.27 -0.001
F -0.255714 -3.109862 1.930221 0.04 -0.03 -0.09 -0.001
C 0.402098 -3.425834 -0.331134 0.27 0.28 -0.18 0.004
S 1.188216 -1.842599 -0.473272 -0.17 -0.33 0.09 0.013
C 0.445292 -4.332887 -1.383768 0.04 -0.13 -0.32 -0.001
F 1.042914 -4.008191 -2.549770 -0.11 0.15 0.17 0.001
C -0.093102 -5.605967 -1.310768 -0.04 0.09 0.14 0.000
F -0.023550 -6.426818 -2.352517 -0.01 -0.01 0.00 0.000
C -4.096008 -1.734716 2.205366 -0.04 0.08 -0.15 0.000
N -4.420295 -0.846698 1.091254 -0.06 0.05 0.11 -0.001
C -5.534220 -0.038134 1.024227 0.05 -0.05 0.03 -0.001
C -5.444063 0.658937 -0.127579 0.10 -0.07 -0.04 -0.001
N -4.281742 0.262750 -0.749764 -0.08 0.05 -0.19 -0.001
C -3.780882 0.850812 -1.989686 -0.06 -0.03 0.16 0.000
C -3.654116 -0.640692 0.009301 0.01 -0.07 0.04 -0.001
Se -2.033673 -1.563133 -0.311811 -0.26 0.06 0.08 -0.026
H -4.969452 -1.786593 2.848308 0.03 -0.03 0.04 0.000
H -3.248048 -1.332554 2.756031 -0.01 -0.04 0.03 0.000
H -3.852373 -2.724773 1.828282 0.00 0.01 0.04 0.000
H -6.283392 -0.038499 1.793698 -0.03 0.01 0.02 0.000
H -6.096808 1.389712 -0.565424 -0.04 0.05 -0.01 0.000
H -4.622546 0.983702 -2.665304 0.04 0.02 -0.03 0.000
H -3.052140 0.173168 -2.421591 0.00 0.01 -0.02 0.000
H -3.292391 1.802038 -1.766310 -0.03 -0.05 -0.07 0.000